C12H13N3O3S2 | the ωB97M-V functional and the def2-TZVPD basis

Properties
- multiplicity = 1
- SMILES = COc1ccc(NC(=O)CSc2nncs2)cc1OC
- electronic energy (eV) = -44936.8545
- orbital gap (eV) = 8.22
- energy relative to the best compared isomer or geometry (same formula, charge and spin) (kcal per mole) = 14.8

Each line ends with the natural charge from an NBO analysis.
Positions of all 33 atoms, in Å:
C: 4.56 0.40 -1.31  -0.25
O: 3.80 -0.38 -0.42  -0.53
C: 2.51 0.00 -0.14  0.27
C: 1.92 1.13 -0.70  -0.28
C: 0.62 1.50 -0.41  -0.25
C: -0.13 0.73 0.47  0.15
N: -1.45 1.03 0.82  -0.61
C: -2.24 2.02 0.36  0.68
O: -1.92 2.91 -0.39  -0.60
C: -3.67 2.01 0.93  -0.62
S: -4.28 0.42 1.56  0.30
C: -4.26 -0.49 0.09  -0.16
N: -3.90 -0.02 -1.06  -0.30
N: -3.97 -0.91 -2.03  -0.23
C: -4.36 -2.07 -1.65  -0.15
S: -4.72 -2.18 0.05  0.36
C: 0.45 -0.40 1.03  -0.27
C: 1.75 -0.78 0.74  0.27
O: 2.14 -1.92 1.39  -0.50
C: 3.42 -2.48 1.21  -0.24
H: 5.53 -0.10 -1.38  0.20
H: 4.11 0.43 -2.31  0.18
H: 4.70 1.42 -0.94  0.18
H: 2.48 1.74 -1.38  0.22
H: 0.19 2.38 -0.86  0.26
H: -1.86 0.38 1.48  0.40
H: -4.35 2.36 0.15  0.27
H: -3.72 2.70 1.78  0.25
H: -4.47 -2.91 -2.31  0.23
H: -0.11 -1.02 1.72  0.22
H: 3.43 -3.37 1.83  0.19
H: 4.21 -1.80 1.53  0.18
H: 3.59 -2.76 0.17  0.18

C12H13O2 | the ωB97M-V functional and the def2-TZVPD basis

Properties
- multiplicity = 1
- electronic energy (eV) = -16745.9332
- charge = -1
- orbital gap (eV) = 5.96

Each line ends with the natural charge from an NBO analysis.
Positions of all 27 atoms, in Å:
C: 3.59 -1.29 0.32  -0.27
C: 3.68 -0.18 -0.45  -0.19
C: 2.36 -1.58 0.94  -0.19
C: 2.72 0.79 -0.62  -0.24
C: 1.35 -0.67 0.73  -0.20
C: 1.55 0.58 0.07  -0.01
C: -3.68 -0.47 -0.03  0.68
C: 0.38 1.49 -0.07  -0.29
C: -0.86 1.40 0.49  -0.13
C: -2.39 -0.98 0.13  -0.22
C: -1.79 2.52 0.39  -0.63
C: -1.78 -1.91 -0.98  -0.68
O: -3.71 -1.40 0.86  -0.57
O: -4.52 0.31 -0.46  -0.70
H: 4.51 -1.81 0.26  0.21
H: 4.62 0.05 -1.12  0.18
H: 2.26 -2.49 1.39  0.20
H: 2.93 1.55 -1.26  0.20
H: 0.39 -0.82 1.09  0.23
H: 0.75 2.30 -0.56  0.17
H: -1.23 0.48 0.89  0.26
H: -1.98 3.07 1.46  0.18
H: -2.71 2.07 0.17  0.25
H: -1.38 3.20 -0.24  0.19
H: -1.19 -1.15 -1.52  0.23
H: -2.67 -2.45 -1.43  0.18
H: -1.20 -2.60 -0.46  0.19